Entry 1:
A cluster of 2 separate species, C2H4N2O2 in total at a distorted geometry, computed with ωB97M-V/def2-TZVPD.

## Properties
LUMO (spin up / spin down) = -0.9 / -1.2 eV
orbital gap (spin up / spin down) = 8.4 / 8.0 eV
total charge = 0
highest occupied orbital energy (spin up / spin down) = -0.341 / -0.336 Ha

Cartesian coordinates (Å):
C 1.37 0.28 -1.23
C 0.64 -0.55 -0.40
N -0.67 -0.60 -0.31
N -1.39 0.27 1.60
O -0.54 0.16 2.39
O -2.57 0.48 1.62
H 2.41 0.27 -1.44
H 0.86 0.95 -1.77
H 1.21 -1.24 0.29
H -1.32 -0.01 -0.76



Entry 2:
An isolated molecule of C2H4N2O2, computed with ωB97M-V/def2-TZVPD.

## Properties
structure (SMILES) = NC(=O)NC=O
LUMO = 0.7 eV
orbital gap = 11.0 eV
total charge = 0
highest occupied orbital energy = -0.380 Ha

Cartesian coordinates (Å):
N -0.52 -1.62 0.31
C -0.59 -0.29 0.55
O -1.52 0.28 1.06
N 0.64 0.40 0.21
C 0.63 1.33 -0.81
O -0.17 1.35 -1.72
H -1.37 -2.15 0.41
H 0.20 -1.98 -0.29
H 1.21 0.65 1.01
H 1.49 2.03 -0.74



Entry 3:
A cluster of 2 separate species, C2H4N2O2 in total at a distorted geometry, computed with ωB97M-V/def2-TZVPD.

## Properties
LUMO = 0.5 eV
orbital gap = 9.4 eV
total charge = 0
highest occupied orbital energy = -0.326 Ha

Cartesian coordinates (Å):
C 1.36 -0.32 0.55
C -2.10 0.05 0.39
N 0.98 0.93 0.41
N 0.74 -1.13 -0.69
O -1.68 0.93 -0.21
O -2.56 -0.80 1.00
H 1.01 1.80 1.03
H 0.27 1.08 -0.35
H 1.47 -1.90 -0.68
H 0.49 -0.65 -1.45



Entry 4:
A structure of composition C2H4N2O2S at a distorted geometry, computed with ωB97M-V/def2-TZVPD.

## Properties
LUMO = 0.0 eV
orbital gap = 9.8 eV
total charge = 0
highest occupied orbital energy = -0.363 Ha

Cartesian coordinates (Å):
C -1.07 0.14 0.47
C -0.43 1.35 0.17
N 0.33 0.47 0.64
N -1.49 -0.73 -0.54
O 2.79 -0.93 1.02
O 1.71 -0.60 -1.19
S 2.36 -0.04 -0.03
H -1.70 0.20 1.38
H -0.39 2.36 -0.23
H -1.00 -0.54 -1.45
H -1.11 -1.67 -0.23



Entry 5:
A structure of composition C2H4N2O2S at a distorted geometry, computed with ωB97M-V/def2-TZVPD.

## Properties
LUMO = 0.3 eV
orbital gap = 8.8 eV
total charge = 0
highest occupied orbital energy = -0.313 Ha

Cartesian coordinates (Å):
C -1.08 -0.40 -0.78
C 0.75 0.50 -0.61
N 0.90 0.90 0.72
N 1.49 -0.34 0.22
O -0.24 0.79 1.48
O 0.99 -1.59 0.43
S -0.77 -1.87 0.07
H -1.06 -0.39 -1.86
H -1.92 0.20 -0.41
H 0.86 1.01 -1.57
H 0.08 1.18 2.31



Entry 6:
An isolated molecule of C2H4N2O2S2 at a distorted geometry, computed with ωB97M-V/def2-TZVPD.

## Properties
structure (SMILES) = ONC(=S)C(=S)NO
LUMO = -0.2 eV
orbital gap = 8.5 eV
total charge = 0
highest occupied orbital energy = -0.320 Ha

Cartesian coordinates (Å):
O -0.32 -1.61 0.22
N -1.01 -0.64 0.95
C -0.64 0.69 0.73
S -0.97 1.93 1.73
C -0.11 0.94 -0.66
S -0.96 1.56 -1.93
N 1.16 0.63 -0.84
O 1.79 -0.21 0.13
H -0.96 -1.89 -0.50
H -1.13 -0.93 1.94
H 1.68 0.68 -1.74
H 1.46 -1.15 -0.04



Entry 7:
A cluster of 2 separate species, C2H4N2O2S2 in total at a distorted geometry, computed with ωB97M-V/def2-TZVPD.

## Properties
LUMO = -0.4 eV
orbital gap = 8.8 eV
total charge = 0
highest occupied orbital energy = -0.336 Ha

Cartesian coordinates (Å):
C 0.09 -1.49 -0.92
C -1.86 0.10 -0.03
N 0.85 -2.38 -1.20
N 2.77 -0.27 -0.63
O 2.38 -1.48 1.52
O 1.81 -3.08 -1.06
S -1.13 -0.53 -1.59
S 3.15 -1.53 0.25
H -2.74 -0.54 0.47
H -2.21 1.18 -0.01
H -0.91 0.02 0.62
H 3.34 -0.16 -1.47



Entry 8:
A cluster of 2 separate species, C2H4N2O3 in total at a distorted geometry, computed with ωB97M-V/def2-TZVPD.

## Properties
LUMO = 0.6 eV
orbital gap = 9.7 eV
total charge = 0
highest occupied orbital energy = -0.334 Ha

Cartesian coordinates (Å):
C -0.23 -0.54 0.31
C 2.05 -0.84 -0.56
N 0.07 0.62 0.88
N -1.40 -0.59 -0.48
O 2.61 -0.41 0.35
O 1.56 -1.37 -1.44
O -0.60 1.86 0.70
H 0.82 0.89 1.49
H -1.40 -1.43 -1.04
H -1.95 0.21 -0.90
H -1.53 1.61 0.69



E_tot? In order: -338.3849 -338.6315 -338.5387 -736.6853 -736.5137 -1134.8415 -1134.8036 -413.7635 a.u..
Energy above the lowest of the compared OMol25 structures with the same formula, charge and spin? In order: 7.301 0.590 3.116 3.253 7.923 3.147 4.177 3.488 eV.